Computed, not measured: the molecule C3H4FNS2 in a non-equilibrium geometry, with wB97M-V/def2-TZVPD.

Element x y z (Å)
C  0.32  -0.84  -0.35
C  -1.09  -0.45  -0.13
C  -1.25  0.98  0.31
H  3.47  0.38  0.20
H  0.48  -1.86  -0.78
H  -2.29  1.23  0.45
H  -0.72  1.11  1.27
N  1.29  -0.15  0.08
F  -0.72  1.84  -0.65
S  2.85  -0.74  -0.19
S  -2.34  -1.50  -0.20

Results
**F_max**: 1.9 eV/Å
**Highest occupied orbital energy**: -9.28 eV
**M**: 137.20 g/mol
**SMILES**: FCC(=S)/C=N/S
**Energy relative to the best compared isomer or geometry (same formula, charge and spin)**: 20.2 kcal per mole

***

Computed, not measured: the ion C7H14N3O2 with charge +1 in a non-equilibrium geometry, with wB97M-V/def2-TZVPD.

Element x y z (Å)
C  -0.84  -1.33  0.61
C  -2.14  -0.94  0.53
C  0.12  -1.04  -0.49
C  -2.76  0.05  -0.29
C  1.45  -0.54  0.15
C  1.05  0.81  0.75
C  2.60  -0.33  -0.86
N  1.54  2.03  0.60
N  -4.04  0.36  -0.29
N  3.69  0.62  -0.37
O  -4.52  1.15  -1.06
O  -4.82  -0.21  0.67
H  -0.57  -2.05  1.26
H  -2.79  -1.21  1.38
H  0.50  -1.87  -1.19
H  -0.24  -0.25  -1.17
H  -2.16  0.33  -1.15
H  1.54  -1.23  0.98
H  0.35  0.70  1.52
H  2.35  0.15  -1.74
H  3.05  -1.35  -1.19
H  2.47  2.14  0.11
H  1.22  2.76  1.22
H  4.12  0.18  0.37
H  -5.54  0.35  0.68
H  4.36  0.75  -1.03

Results
**F_max**: 4.7 eV/Å
**Highest occupied orbital energy**: -11.38 eV
**M**: 172.21 g/mol
**SMILES**: NC[C@@H](C=[NH2+])C/C=C\C=[N+](\[O-])O
**Energy relative to the best compared isomer or geometry (same formula, charge and spin)**: 123.8 kcal per mole
**Net charge**: +1

***

Computed, not measured: a cluster of 2 separate species, C6H13NO3Si in total in a non-equilibrium geometry, with wB97M-V/def2-TZVPD.

Element x y z (Å)
C  -1.28  -1.52  -0.73
C  1.54  1.94  -0.43
C  -2.55  0.96  -0.80
C  -0.58  0.16  2.44
C  1.25  -0.41  -0.65
C  -0.82  -0.47  0.11
N  -1.52  -2.44  -1.38
O  1.86  0.61  -0.04
O  -1.27  0.90  -0.22
O  -0.97  -0.75  1.42
Si  2.06  -2.09  -0.46
H  1.23  2.00  -1.43
H  2.43  2.49  -0.20
H  0.75  2.24  0.23
H  -2.47  0.38  -1.67
H  -2.61  2.02  -1.25
H  -3.28  0.68  0.03
H  -0.60  -0.32  3.40
H  -1.31  0.93  2.51
H  0.46  0.47  2.09
H  0.90  -0.16  -1.65
H  1.16  -3.13  0.00
H  3.13  -2.09  0.38
H  2.52  -2.41  -1.71

Results
**F_max**: 4.1 eV/Å
**Highest occupied orbital energy**: -8.03 eV
**M**: 175.26 g/mol
**Energy relative to the best compared isomer or geometry (same formula, charge and spin)**: 181.5 kcal per mole

***

Computed, not measured: a cluster of 2 separate species, C4H10NO3 in total in a non-equilibrium geometry, with wB97M-V/def2-TZVPD.

Element x y z (Å)
O  0.78  -3.41  0.91
C  0.34  -2.50  0.15
O  0.79  -2.22  -0.98
C  -0.86  -1.63  0.73
C  -0.62  -0.17  0.34
C  -1.12  0.16  -1.05
N  -1.09  -1.94  2.14
H  -1.74  -2.01  0.18
H  0.41  0.18  0.51
H  -0.97  0.42  1.20
H  -1.91  0.92  -1.03
H  -0.36  0.33  -1.81
H  -1.63  -0.70  -1.48
H  -0.40  -1.39  2.64
H  -0.75  -2.88  2.33
H  3.45  4.98  -1.87
H  2.47  5.96  -1.14
O  3.19  5.91  -1.75

Results
**F_max**: 2.3 eV/Å
**Highest occupied orbital energy**: -3.80 eV
**M**: 120.13 g/mol
**Energy relative to the best compared isomer or geometry (same formula, charge and spin)**: 33.8 kcal per mole
**Net charge**: -1

***

Computed, not measured: a structure of composition C51H42F6NO3S4Sb2TeTi in a non-equilibrium geometry, with wB97M-V/def2-TZVPD.

Element x y z (Å)
Ti  -0.08  -0.68  -0.48
C  6.71  -2.10  -1.23
C  5.37  -1.49  -0.96
C  5.20  -0.12  -0.85
C  3.95  0.48  -0.68
C  3.85  1.95  -0.51
O  2.79  2.54  -0.43
C  5.11  2.76  -0.29
C  5.25  3.39  0.94
C  6.35  4.19  1.18
C  7.30  4.39  0.19
C  7.15  3.78  -1.05
C  6.06  2.96  -1.29
C  2.79  -0.34  -0.58
O  1.61  0.22  -0.52
C  2.98  -1.75  -0.46
C  4.26  -2.28  -0.71
C  1.99  -2.70  0.09
N  0.72  -2.48  0.15
C  -0.16  -3.34  0.97
C  -1.03  -4.32  0.21
Te  -1.59  -3.81  -1.79
C  0.02  -4.93  -2.58
C  -0.04  -6.32  -2.50
C  1.03  -7.10  -2.90
C  2.17  -6.49  -3.42
C  2.23  -5.11  -3.53
C  1.16  -4.33  -3.11
C  2.58  -3.91  0.73
C  2.37  -5.18  0.20
C  2.92  -6.29  0.83
C  3.65  -6.13  2.00
C  3.84  -4.87  2.54
C  3.32  -3.75  1.90
H  7.49  -1.34  -1.24
H  6.73  -2.61  -2.20
H  6.98  -2.84  -0.47
H  6.08  0.50  -0.90
H  4.49  3.23  1.70
H  6.46  4.67  2.14
H  8.15  5.03  0.38
H  7.88  3.94  -1.83
H  5.94  2.49  -2.25
H  4.38  -3.35  -0.68
H  -0.77  -2.65  1.54
H  0.46  -3.89  1.68
H  -1.95  -4.48  0.77
H  -0.54  -5.29  0.10
H  -0.93  -6.79  -2.10
H  0.98  -8.17  -2.82
H  3.01  -7.10  -3.73
H  3.11  -4.63  -3.93
H  1.23  -3.26  -3.18
H  1.80  -5.30  -0.71
H  2.77  -7.27  0.41
H  4.06  -7.00  2.49
H  4.40  -4.74  3.45
H  3.47  -2.76  2.31
S  2.00  1.12  4.34
Sb  1.01  1.63  2.19
S  -0.50  -0.14  1.93
S  3.11  0.51  2.63
S  0.39  -0.95  -3.14
Sb  0.63  1.21  -3.83
C  -0.19  2.89  -2.89
C  -1.00  3.74  -3.65
C  -1.45  4.93  -3.10
C  -1.09  5.27  -1.80
C  -0.29  4.42  -1.06
C  0.16  3.23  -1.60
C  -0.04  1.22  -5.83
C  0.68  1.87  -6.82
C  0.23  1.83  -8.13
C  -0.94  1.16  -8.45
C  -1.66  0.51  -7.45
C  -1.21  0.53  -6.14
C  2.66  1.69  -4.07
C  3.57  0.68  -4.32
C  4.87  0.99  -4.70
C  5.25  2.32  -4.82
C  4.35  3.34  -4.53
C  3.05  3.02  -4.15
H  -1.29  3.47  -4.66
H  -2.09  5.59  -3.68
H  -1.45  6.20  -1.37
H  -0.01  4.69  -0.04
H  0.82  2.59  -1.02
H  1.59  2.39  -6.58
H  0.79  2.34  -8.91
H  -1.29  1.13  -9.47
H  -2.57  -0.03  -7.70
H  -1.76  0.01  -5.37
H  3.27  -0.36  -4.23
H  5.58  0.20  -4.91
H  6.26  2.57  -5.12
H  4.66  4.37  -4.59
H  2.35  3.82  -3.93
C  -3.72  -0.54  0.03
C  -3.03  0.40  -0.97
O  -1.70  0.17  -1.06
C  -3.29  1.87  -0.52
F  -3.10  2.75  -1.51
F  -2.45  2.19  0.47
F  -4.54  2.06  -0.06
C  -3.64  0.20  -2.38
F  -4.91  0.62  -2.46
F  -3.64  -1.10  -2.71
F  -2.94  0.83  -3.33
H  -3.29  -0.37  1.01
H  -3.52  -1.56  -0.28
H  -4.80  -0.39  0.08

Results
**F_max**: 1.9 eV/Å
**Highest occupied orbital energy (spin up / spin down)**: -7.31 / -7.32 eV
**Spin multiplicity**: 2
**M**: 1378.14 g/mol
**Energy relative to the best compared isomer or geometry (same formula, charge and spin)**: 0.0 kcal per mole
**Expectation value of S²**: 0.75